[1]
DFT (ωB97M-V/def2-TZVPD) results for a 18-piece molecular cluster, C72H112N14O26P4 overall at a distorted geometry.

The geometry in ORCA input format:
```
! wB97M-V def2-TZVPD RIJCOSX def2/J DEFGRID3
* xyz 0 1
C 1.7289 0.2218 4.5036
C 0.4485 -0.4512 4.2219
N -0.4873 -1.0643 3.9182
H 1.5935 1.2449 4.8896
H 2.2155 0.2679 3.5271
H 2.3878 -0.4022 5.0645
C -1.5572 -0.1097 0.9817
C -1.0417 1.1635 1.4005
N -0.6147 2.1166 1.8323
H -1.9693 -0.0112 -0.0566
H -2.2882 -0.5335 1.6886
H -0.7908 -0.9127 1.0271
C -2.2556 -4.2545 3.3754
C -1.8305 -4.0057 1.9358
N -1.3580 -3.7438 0.9150
H -2.8046 -5.1713 3.4495
H -2.7573 -3.3871 3.6954
H -1.3843 -4.3817 4.0391
C 1.4355 -2.2373 -0.1913
C 2.0375 -1.0841 0.4398
N 2.5210 -0.1836 1.0023
H 2.1752 -2.6627 -0.8389
H 0.5818 -1.8869 -0.8439
H 1.0886 -2.9334 0.5207
C -4.6880 6.4011 3.3870
C -4.1488 7.1953 2.3685
N -3.7711 7.9192 1.5692
H -3.9543 6.3561 4.2221
H -4.6439 5.4171 2.8602
H -5.6908 6.6488 3.6520
C 3.5938 6.6131 -2.0034
C 2.9328 5.6762 -2.8960
N 2.3507 4.9827 -3.6028
H 4.5061 6.1262 -1.7281
H 3.0188 6.8111 -1.1525
H 3.7688 7.5931 -2.4924
C 2.5142 2.9862 2.2668
C 2.6282 3.3944 0.8427
N 2.6779 3.8228 -0.2207
H 2.7715 3.7688 2.9768
H 3.1254 2.1176 2.4368
H 1.4852 2.7668 2.5261
C -0.9750 3.4810 4.5588
C 0.3677 3.5819 5.0770
N 1.4103 3.5216 5.5389
H -1.4627 2.5219 4.8594
H -0.9872 3.5686 3.4380
H -1.4355 4.3312 5.0232
C -1.3642 -5.8814 -1.5533
C -0.7662 -4.6565 -2.0970
N -0.2427 -3.7579 -2.5803
H -1.1672 -6.7228 -2.2449
H -2.3749 -5.6675 -1.3401
H -0.7494 -6.0658 -0.6741
C 6.6269 -4.6052 2.0690
C 5.4109 -3.9012 2.2057
C 4.3026 -4.3468 1.5206
C 4.4059 -5.3895 0.6262
C 5.5961 -6.0942 0.4640
C 6.7024 -5.6626 1.1547
N 3.2184 -5.9984 -0.0711
O 3.3089 -7.0755 -0.6092
O 2.1764 -5.3542 -0.0569
H 7.4812 -4.3882 2.7171
H 5.3057 -3.0412 2.8187
H 3.3993 -3.8534 1.6048
H 5.7386 -6.9318 -0.2021
H 7.6745 -6.1130 1.0953
C -2.7429 6.3419 -3.3672
C -3.5422 6.6162 -2.2808
C -3.9339 5.6361 -1.3221
C -3.5129 4.3515 -1.5627
C -2.7659 4.0298 -2.7104
C -2.4033 5.0208 -3.6096
N -3.8074 3.2910 -0.6258
O -4.3062 3.6052 0.4410
O -3.6379 2.1174 -0.8683
H -2.6442 7.2008 -4.0049
H -3.9383 7.6366 -2.2040
H -4.6001 5.8970 -0.5319
H -2.6030 2.9958 -2.9530
H -1.8353 4.7171 -4.4767
C -3.1737 -1.5252 -5.3792
C -3.1318 -1.1897 -4.0251
C -3.8415 -0.0766 -3.5778
C -4.5524 0.6066 -4.4830
C -4.5015 0.3745 -5.8387
C -3.8300 -0.7368 -6.3166
N -5.0875 1.8460 -4.0423
O -5.1860 2.6977 -4.9230
O -5.3558 2.0267 -2.8439
H -2.6100 -2.4068 -5.7034
H -2.5667 -1.8930 -3.3731
H -3.8058 0.3230 -2.5701
H -5.0810 0.9969 -6.4968
H -3.9109 -1.0362 -7.3580
C 0.0405 7.1151 -1.5071
C -0.2066 8.3427 -0.9491
C -0.5045 8.4709 0.3965
C -0.3508 7.3274 1.1925
C -0.1843 6.0854 0.6631
C 0.0232 5.9499 -0.7197
N -0.6688 7.4879 2.6518
O -1.1102 6.4889 3.1846
O -0.5133 8.5527 3.1206
H 0.4083 7.0349 -2.5513
H -0.2084 9.2634 -1.5819
H -0.8438 9.3741 0.8244
H -0.2581 5.1295 1.2680
H 0.2092 5.0471 -1.1976
C 2.7318 -0.2626 -5.2952
C 1.9447 -1.1842 -4.6918
C 0.9463 -0.7473 -3.8742
C 0.8414 0.5701 -3.4866
C 1.7666 1.4943 -3.9326
C 2.6578 1.0835 -4.9336
N -0.2826 0.8912 -2.5793
O -0.6865 2.0080 -2.4007
O -0.7397 -0.0467 -1.9328
H 3.5320 -0.5814 -5.9580
H 2.0450 -2.2229 -5.0057
H 0.1767 -1.4069 -3.5039
H 1.8417 2.5473 -3.6548
H 3.3593 1.7523 -5.4275
C 9.1671 -0.5600 6.8329
C 7.7737 -0.0609 6.8404
O 7.3110 0.2331 5.5040
P 5.8156 0.8570 5.4085
O 4.7047 -0.0265 5.8542
O 5.9875 2.1964 6.2024
C 4.8732 3.1970 6.4406
C 4.7249 4.2235 5.3507
O 5.7036 1.2219 3.9080
C 5.8962 0.0938 2.9323
C 5.8247 0.7855 1.5787
H 9.8077 0.2251 6.3222
H 9.4284 -0.6774 7.8700
H 9.3174 -1.5276 6.3451
H 7.1008 -0.8201 7.2617
H 7.7012 0.8195 7.5242
H 3.9592 2.6703 6.6329
H 5.2514 3.6976 7.3523
H 5.5452 4.8783 5.2622
H 4.4725 3.7937 4.4413
H 3.9067 4.8849 5.6144
H 6.7974 -0.4166 3.2349
H 4.9846 -0.5512 3.0302
H 6.5282 1.5645 1.5834
H 6.0807 0.1197 0.7583
H 4.8405 1.1723 1.4175
C 8.9392 -1.2534 -1.7093
C 7.8918 -2.2594 -1.3612
O 6.8879 -2.5287 -2.4057
P 5.4223 -1.9100 -2.1273
O 4.7990 -2.1749 -0.8458
O 5.5300 -0.3745 -2.5025
C 4.4244 0.4038 -1.9988
C 4.7255 1.8765 -2.2956
O 4.6563 -2.4857 -3.3696
C 4.1717 -3.8356 -3.3335
C 4.5450 -4.5599 -4.5940
H 9.6535 -1.2064 -0.9024
H 9.4153 -1.4615 -2.6176
H 8.5312 -0.3010 -1.9359
H 8.3083 -3.2270 -1.2239
H 7.2810 -2.0546 -0.4572
H 3.4769 0.0374 -2.4921
H 4.3395 0.2576 -0.9352
H 5.1123 2.0338 -3.3220
H 3.7848 2.4062 -2.1896
H 5.2663 2.2901 -1.4758
H 4.5809 -4.2931 -2.4396
H 3.0986 -3.7444 -3.1472
H 3.9487 -5.5177 -4.6742
H 4.3389 -3.9619 -5.5108
H 5.5853 -4.6077 -4.5266
C -6.7658 0.1322 -0.3669
C -6.0499 0.3816 0.9738
O -6.9519 -0.1765 2.0196
P -6.7992 -1.2443 3.1210
O -8.0208 -1.4302 3.9086
O -6.4895 -2.6456 2.3201
C -6.5662 -3.8501 3.1421
C -6.3745 -5.0148 2.1578
O -5.4635 -0.7705 3.8604
C -5.5607 -0.2979 5.1903
C -4.3173 -0.7252 5.8490
H -7.7888 0.4783 -0.4098
H -6.2163 0.7446 -1.0765
H -6.6196 -0.9067 -0.6385
H -5.1396 -0.2452 0.9813
H -5.9292 1.3991 1.2188
H -5.7800 -3.7565 3.8932
H -7.5965 -3.8555 3.5846
H -5.4704 -4.9320 1.5457
H -6.3709 -5.9829 2.6183
H -7.1825 -5.0418 1.4272
H -5.5258 0.8015 5.1173
H -6.5093 -0.6094 5.6111
H -4.1847 -0.4587 6.8971
H -4.1069 -1.8126 5.7837
H -3.5329 -0.2955 5.2526
C -8.2435 -3.1662 -3.5382
C -7.0610 -3.6402 -4.3574
O -6.4722 -4.8451 -3.7565
P -5.0404 -4.7956 -3.0835
O -4.8323 -5.9467 -2.1950
O -3.9895 -4.5391 -4.2271
C -3.8693 -5.5800 -5.2809
C -4.1280 -4.9512 -6.6299
O -4.9287 -3.3771 -2.3447
C -4.5801 -3.2510 -0.8412
C -3.4794 -2.1964 -0.7468
H -7.9790 -3.0144 -2.4479
H -8.5836 -2.2266 -4.0630
H -9.0422 -3.9112 -3.7141
H -7.2607 -3.7328 -5.3870
H -6.3683 -2.7920 -4.3528
H -2.8674 -5.9144 -5.1909
H -4.5737 -6.4234 -5.1898
H -3.8513 -5.7887 -7.3411
H -5.2020 -4.6915 -6.7534
H -3.3825 -4.1516 -6.7445
H -5.5322 -3.0095 -0.2720
H -4.3209 -4.2582 -0.5243
H -3.8676 -1.2585 -1.0491
H -3.1210 -2.1712 0.2773
H -2.5395 -2.5170 -1.3008
*
```

Results
Gap between HOMO and LUMO in eV: 8.9
F_max in eV Å⁻¹: 3.7
Highest occupied orbital energy in eV: -9.40
E_tot in eV: -187726.27275

---

[2]
DFT (ωB97M-V/def2-TZVPD) results for a 24-piece molecular cluster, C72H144O24 overall at a distorted geometry.

The geometry in ORCA input format:
```
! wB97M-V def2-TZVPD RIJCOSX def2/J DEFGRID3
* xyz 0 1
C 13.1548 15.9614 19.3646
C 13.0526 16.3561 17.9431
O 12.2729 17.1836 17.5059
C 14.1027 15.6102 17.0994
H 14.0992 15.6261 19.6868
H 12.5513 15.0487 19.3905
H 12.8302 16.7660 20.0607
H 14.2582 14.6133 17.4746
H 15.1280 16.0517 17.1645
H 13.8492 15.5708 16.0491
C 14.0777 14.4745 23.3016
C 14.5375 13.9151 22.0173
O 13.7161 13.5311 21.2388
C 15.9833 13.8745 21.7164
H 13.1028 14.1302 23.5510
H 14.0026 15.5768 22.9719
H 14.7360 14.4084 24.1636
H 16.3887 14.9001 21.8082
H 16.1999 13.5008 20.7309
H 16.4892 13.2373 22.4086
C 21.2306 12.5856 13.9759
C 20.4720 11.8805 15.0285
O 20.9409 11.7474 16.1358
C 19.0977 11.4613 14.7281
H 20.9781 12.3207 12.9274
H 22.3450 12.6489 14.1915
H 20.9260 13.6515 14.1286
H 19.1632 10.7034 13.9635
H 18.6232 12.3275 14.2578
H 18.6266 10.9847 15.5775
C 25.3287 17.4855 16.8501
C 24.5273 17.0636 15.6388
O 24.7172 17.5778 14.5274
C 23.4895 15.9586 15.8418
H 25.7321 16.6171 17.3082
H 24.6126 17.7573 17.5829
H 26.0386 18.2785 16.5447
H 23.9866 15.0166 15.5666
H 22.6580 16.0781 15.1534
H 23.1153 15.9776 16.8672
C 18.8475 21.4357 9.6903
C 19.6793 20.9946 10.9251
O 19.6638 19.8636 11.2466
C 20.5678 22.0713 11.5142
H 19.0751 22.4895 9.4216
H 17.8376 21.3140 10.0781
H 18.9384 20.6717 8.8865
H 20.6551 21.8876 12.5666
H 20.3019 23.1051 11.2998
H 21.5069 21.8986 11.0686
C 17.8453 16.7138 13.5731
C 17.3133 15.3581 13.1466
O 17.9627 14.3309 13.3493
C 15.8522 15.3492 12.5328
H 17.5738 17.4900 12.8603
H 18.8687 16.6893 13.9213
H 17.1851 17.0139 14.4419
H 15.7821 16.0579 11.6691
H 15.0399 15.6735 13.2780
H 15.6211 14.2963 12.1639
C 22.7735 15.1502 11.7545
C 21.9595 16.2083 12.4252
O 21.0810 15.8479 13.1904
C 22.2370 17.6671 12.3179
H 23.8543 15.2681 11.9695
H 22.7222 15.2591 10.6670
H 22.3253 14.2291 12.0585
H 21.3329 18.2479 12.3987
H 22.6367 17.8765 11.2859
H 22.9795 17.9662 13.0333
C 10.4556 15.9746 15.5391
C 11.5001 16.6500 14.6887
O 12.5284 16.0759 14.3365
C 11.2307 18.0735 14.2467
H 10.2102 16.6154 16.3199
H 10.9367 15.0327 15.8688
H 9.5454 15.8180 14.9594
H 11.1975 18.8006 15.0768
H 10.2039 17.9967 13.8692
H 11.8376 18.4898 13.4152
C 24.0072 11.8043 19.4198
C 22.9592 12.9457 19.4942
O 22.5279 13.2724 20.5538
C 22.5380 13.4563 18.1806
H 23.5161 10.9766 18.8967
H 24.2470 11.4244 20.3338
H 24.8529 12.1511 18.8314
H 21.7807 12.8022 17.8734
H 23.2585 13.4524 17.3889
H 22.1307 14.4923 18.2287
C 15.8958 8.4409 23.4275
C 17.0780 8.7521 24.2845
O 17.0553 9.4660 25.2134
C 18.3415 8.0710 23.8700
H 15.0415 8.9487 23.8272
H 15.6420 7.3922 23.3757
H 16.2426 8.7010 22.4202
H 18.4980 8.3570 22.8312
H 18.2821 6.9645 23.9129
H 19.2322 8.4547 24.4328
C 17.2664 17.7232 9.7952
C 18.3530 16.9989 9.0686
O 18.3397 16.7637 7.8873
C 19.3865 16.5852 10.0362
H 17.5967 18.5632 10.3701
H 16.8119 16.9686 10.4751
H 16.5062 18.1281 9.0508
H 19.0591 15.6212 10.4051
H 19.3789 17.2829 10.9004
H 20.3880 16.3304 9.6935
C 14.8684 8.3246 13.9883
C 15.2816 8.7976 15.3616
O 16.3932 9.2129 15.6116
C 14.0844 8.8616 16.3300
H 14.5349 9.2481 13.5218
H 14.0736 7.5296 14.0146
H 15.7689 7.9852 13.4178
H 13.3821 8.0293 16.2625
H 13.5333 9.7863 16.1273
H 14.5245 9.0119 17.2859
C 14.9655 12.0736 10.2789
C 16.4320 12.3523 10.3978
O 16.9391 13.3615 10.0015
C 17.2125 11.3871 11.1731
H 14.7460 11.6598 9.2976
H 14.3672 13.0174 10.3826
H 14.6833 11.2975 11.0331
H 17.3991 11.7960 12.1734
H 18.2026 11.2296 10.7780
H 16.7129 10.4479 11.2129
C 13.3696 12.5358 14.1378
C 12.2954 11.5370 13.8217
O 12.2799 10.3705 14.1788
C 11.1433 12.1346 13.0355
H 13.9392 12.8340 13.2448
H 14.1132 12.0384 14.8525
H 12.8509 13.3843 14.6094
H 11.1293 13.2340 13.0111
H 10.2267 11.6776 13.4765
H 11.1742 11.7058 11.9949
C 17.9372 10.2952 18.3453
C 18.7721 9.7218 19.4716
O 18.2183 9.4812 20.5306
C 20.2013 9.3096 19.2678
H 16.8757 10.2041 18.7051
H 18.1332 9.8406 17.3568
H 18.0924 11.3449 18.2687
H 20.7677 10.0193 18.6912
H 20.2246 8.4133 18.6201
H 20.7194 9.0811 20.2031
C 20.5043 16.6068 19.8886
C 22.0060 16.6860 19.8593
O 22.6307 16.9538 18.8369
C 22.6960 16.5146 21.1768
H 20.1296 15.6168 20.0815
H 20.0765 16.9347 18.9659
H 20.0159 17.1385 20.6988
H 22.1830 17.1883 21.8620
H 23.7047 16.8471 21.0271
H 22.6569 15.5087 21.5945
C 14.6032 18.7655 14.8014
C 13.9893 19.9305 15.5433
O 13.4582 20.8434 14.8921
C 14.2488 20.0900 16.9662
H 15.6386 18.4559 15.1319
H 14.4870 18.9650 13.7214
H 14.0997 17.7964 15.0721
H 13.5778 19.5330 17.6771
H 14.1040 21.1198 17.2288
H 15.2479 19.8367 17.2373
C 19.7107 14.9965 16.4627
C 18.5954 14.2635 17.1421
O 18.6811 13.7375 18.2317
C 17.2059 14.2492 16.4771
H 19.7572 14.7441 15.3812
H 20.6295 14.7124 16.9286
H 19.6644 16.0795 16.6324
H 17.2022 13.5446 15.6540
H 16.9448 15.2227 16.1334
H 16.4827 13.9450 17.2521
C 19.7799 12.8448 23.8572
C 19.5016 13.4485 22.4243
O 19.2252 14.5964 22.2533
C 19.6371 12.4625 21.2628
H 20.8450 12.9786 24.0619
H 19.5006 11.8036 23.7980
H 19.2196 13.2794 24.6634
H 20.7212 12.1568 21.3852
H 19.3599 12.9253 20.3009
H 19.0401 11.5852 21.3946
C 11.9791 11.4412 19.3333
C 12.7961 12.1587 18.3123
O 12.3225 12.6745 17.2748
C 14.2900 12.0924 18.4329
H 12.1028 10.3787 19.1647
H 10.9114 11.6102 19.2578
H 12.3873 11.7185 20.3410
H 14.5766 12.6424 19.3593
H 14.7874 12.4496 17.5214
H 14.6226 11.0995 18.7194
C 16.6862 17.6974 19.2351
C 17.5186 18.3688 18.1491
O 17.5948 17.9069 17.0347
C 18.3317 19.5581 18.4548
H 15.7751 17.2968 18.8097
H 16.4344 18.4864 19.9241
H 17.2518 16.8808 19.7401
H 19.2342 19.6036 17.8256
H 18.7193 19.6742 19.4789
H 17.7182 20.4371 18.1799
C 17.6625 22.5967 15.1638
C 17.7098 22.0984 13.7044
O 18.0691 22.8436 12.8197
C 17.2531 20.7296 13.5339
H 18.2180 21.8573 15.7450
H 16.6506 22.5123 15.6063
H 18.0863 23.5831 15.3078
H 18.1624 20.0318 13.3643
H 16.6196 20.5963 12.6854
H 16.7410 20.2411 14.3719
C 22.1657 20.5052 15.9220
C 20.9173 19.7460 15.5631
O 20.0783 20.3192 14.8866
C 20.6667 18.2925 15.9946
H 22.9596 19.8888 15.4957
H 22.3304 20.3986 17.0219
H 22.2584 21.5066 15.5793
H 19.6040 18.1673 16.0514
H 21.2040 18.0965 16.8627
H 21.1327 17.7455 15.1993
C 17.0802 15.9504 25.1473
C 17.5113 16.7729 23.9940
O 16.7831 16.9058 23.0225
C 18.8801 17.4673 23.9566
H 16.4190 16.5533 25.7629
H 17.9354 15.6116 25.7600
H 16.4697 15.0827 24.9263
H 19.1708 17.9283 22.9682
H 19.6571 16.7893 24.3396
H 18.8103 18.3034 24.6672
*
```

Results
Gap between HOMO and LUMO in eV: 9.4
F_max in eV Å⁻¹: 4.4
ΔE to the lowest compared entry with this formula, charge and spin in eV: 0.269
Highest occupied orbital energy in eV: -9.07
E_tot in eV: -126136.77459

---

Which of these has the lowest highest occupied orbital energy?
C72H112N14O26P4